Record 1
Formula: CH4N2O2S
Source: OMol25
Level of theory: the ωB97M-V functional and the def2-TZVPD basis

Geometry as XYZ:
```
10
Properties=species:S:1:pos:R:3:forces:R:3:mulliken_charge:R:1
C -0.413772 0.600228 -0.028881 -2.69 2.56 2.88 0.5661
H -2.316809 -1.524056 -0.856669 1.13 1.55 2.66 0.3609
H -2.593997 1.034710 0.101889 1.52 -2.59 -0.15 0.2814
H -0.101090 -1.434226 0.479144 -0.25 -0.33 -0.34 0.3332
H 2.311579 1.315864 0.544167 -0.70 -3.84 -1.52 0.1770
N -1.870318 0.261683 -0.161823 3.54 2.87 -0.79 -0.1385
N 0.298329 -0.523106 0.539157 2.85 3.51 -2.47 -0.3488
O -1.936864 -1.087979 0.027130 -3.78 -2.39 -2.14 -0.4901
O -0.058324 1.815718 -0.006583 -0.71 -4.57 -0.76 -0.5759
S 2.009274 -0.436601 -0.181310 -0.93 3.24 2.64 -0.1652
```
Forces are in eV/Å.

spin multiplicity: 1
DFT total energy: -19007.044 eV
ΔE to the lowest compared entry with this formula, charge and spin: 4.880 eV
gap between HOMO and LUMO: 8.6 eV

=====

Record 2
Formula: C20H77ClFN3O31P2
Source: OMol25
Level of theory: the ωB97M-V functional and the def2-TZVPD basis

Geometry as XYZ:
```
135
Properties=species:S:1:pos:R:3:forces:R:3:mulliken_charge:R:1
C -4.354132 0.895352 -1.301104 -0.70 0.55 0.58 -0.2189
C -3.413228 1.262707 -2.555477 -1.92 -0.06 -0.97 0.0255
N -2.064849 0.547934 -2.541246 -0.72 -0.72 1.73 0.3238
C -1.289341 1.107329 -1.396979 0.48 1.73 0.80 -0.2435
C 0.289308 1.335269 -1.784694 -0.15 0.07 0.29 -1.0240
C 1.274380 1.237082 -0.529051 1.94 0.89 3.88 0.2868
C 2.524188 0.230474 -0.473204 0.58 0.95 2.03 -0.8729
C 2.716118 -0.678506 -1.801026 -0.10 0.87 0.94 -1.5017
C 1.704839 -1.937966 -1.783213 0.56 0.11 -0.05 -0.4086
C 1.180485 -2.367259 -0.327996 -0.47 -1.15 -0.56 0.2065
F 0.090850 -1.562687 0.187336 1.67 -0.87 -0.85 -0.2771
C 3.506411 0.159770 0.767972 -3.69 1.11 -1.22 1.8821
P 4.933077 -1.069615 0.573560 3.46 1.34 -2.53 0.8162
O 5.884151 -0.444024 -0.506991 -2.26 -1.41 2.85 -0.8318
O 4.463294 -2.594913 -0.028874 1.35 1.73 2.49 -0.4326
O 5.863622 -1.312346 1.973920 -1.77 0.76 -2.23 -0.4773
C 3.290017 1.083563 2.060213 -0.39 -1.00 -1.94 0.4634
N 4.239492 0.906815 3.134639 -4.77 4.46 1.49 -0.1471
C 3.852610 1.781295 4.200939 -0.56 -0.45 -1.72 -0.1378
Cl 4.908293 1.675254 5.723596 -1.35 0.11 -2.09 -0.1930
C 2.664201 2.796360 4.229597 -0.24 -0.17 -1.65 0.1737
C 2.352252 3.753188 5.501253 -1.88 -1.62 0.08 -0.1218
C 0.915739 3.128043 6.243291 -2.86 0.07 -2.10 0.2584
C -0.476242 3.324920 5.306590 2.31 -3.85 1.09 -0.1921
O 0.291461 1.929403 5.545609 1.88 3.74 0.92 -0.4395
N 1.783544 2.956589 3.107071 4.41 -3.17 0.91 -0.1089
C 2.086226 2.067411 2.009838 0.01 -0.22 -0.42 -0.1981
C 1.114715 2.158767 0.743236 2.07 -2.04 -1.54 -0.3073
P -0.290009 3.464147 0.812388 -1.59 -3.43 0.90 0.4341
O -1.602582 2.791597 1.283763 2.27 1.70 -0.56 -0.3344
C -2.391805 -0.881357 -2.400651 -0.60 -2.72 0.74 0.3475
C -2.886687 -1.641241 -3.758569 -1.11 0.57 0.73 -0.7456
O -2.376720 -1.582424 -1.344167 0.66 3.04 -3.43 -0.5852
H -5.048500 -0.015118 -1.484644 1.38 1.63 0.06 -0.0797
H -3.798463 0.688583 -0.319599 -0.49 0.37 -1.51 0.1251
H -5.039993 1.810446 -1.091371 1.18 -1.67 -0.42 0.2412
H -3.985524 0.914593 -3.505519 1.11 0.68 1.58 0.0186
H -3.296763 2.411583 -2.678712 0.23 -2.16 0.32 -0.0298
H -1.419750 0.570423 -0.394709 0.34 0.45 -1.60 0.1574
H -1.698985 2.183603 -1.228732 0.54 -2.01 -0.22 0.2310
H 0.505459 0.599238 -2.633567 0.08 0.98 1.50 0.1918
H 0.429747 2.399723 -2.229831 -0.31 -1.78 0.69 0.4139
H 3.781790 -1.064486 -1.943306 -1.62 0.86 0.59 0.3810
H 2.524467 0.047381 -2.687117 0.29 -1.50 1.57 0.5660
H 0.878622 -1.730378 -2.551389 0.83 -0.51 1.50 0.1792
H 2.302677 -2.844652 -2.196685 -1.08 1.46 0.77 0.3752
H 1.982341 -2.412817 0.487237 -1.02 0.36 -1.39 0.1665
H 0.778406 -3.453803 -0.433271 0.47 1.96 0.28 -0.2521
H 5.214134 -3.202798 0.228032 -1.03 0.67 -0.40 0.3154
H 6.435819 -0.488553 2.043396 -0.68 -0.77 0.06 0.4495
H 3.162898 3.719818 6.304320 -1.12 0.19 -1.46 -0.1715
H 2.079271 4.825681 5.165358 0.73 -1.86 0.57 0.1283
H 0.805958 3.248750 7.440121 0.37 -0.62 -3.10 0.3173
H -1.442198 2.788723 5.598050 0.83 2.41 0.06 0.3532
H -0.390437 3.710776 4.234192 0.08 -0.67 1.72 -0.2031
H 0.166044 4.476899 1.715775 -0.03 -0.23 -0.88 -0.0950
H -0.440283 3.912013 -0.547860 0.49 0.19 0.83 0.0914
H -2.020632 -2.088339 -4.360099 -1.08 0.67 1.06 0.3051
H -3.637194 -2.454284 -3.399441 1.71 1.33 -0.63 0.2734
H -3.496197 -0.948597 -4.451305 1.34 -0.92 1.08 0.0924
O -0.006927 -4.496941 -2.894073 -0.11 0.30 0.22 -0.6588
H 0.674066 -4.728850 -2.248915 -0.03 -0.22 -0.26 0.3233
H -0.534546 -3.821525 -2.445766 -0.10 -0.10 -0.15 0.3714
O 7.132518 1.480900 1.711478 -0.26 -0.14 -0.24 -0.6143
H 6.862245 1.169407 0.832672 0.18 0.03 -0.15 0.3547
H 6.723446 2.352370 1.785760 0.04 -0.19 0.12 0.3064
O -6.925638 -1.133838 -2.003013 -0.39 -0.19 -0.02 -0.5446
H -7.183496 -1.665005 -1.238514 0.12 0.09 -0.10 0.2691
H -7.642853 -1.270218 -2.634703 0.13 0.03 0.13 0.2398
O -6.353296 2.477937 -3.017379 -0.26 0.15 -0.39 -0.4786
H -6.223237 3.030264 -3.798966 0.08 -0.13 0.13 0.2427
H -7.307996 2.323919 -2.995462 0.09 0.08 0.18 0.2648
O -2.738982 4.454729 -3.803561 -0.06 0.44 0.01 -0.5540
H -2.176927 4.671348 -4.562868 0.06 -0.25 0.05 0.3165
H -3.160219 5.293704 -3.577263 0.04 -0.20 0.07 0.2577
O -1.495311 4.715485 -6.365360 -0.13 0.04 -0.43 -0.6529
H -2.357218 4.737131 -6.801810 0.10 -0.03 0.11 0.3197
H -0.900120 4.365410 -7.040188 0.01 0.04 0.25 0.3000
O 4.779843 3.892485 8.681624 0.13 -0.11 -0.20 -0.6287
H 5.737178 3.797359 8.766373 -0.17 0.05 0.03 0.3195
H 4.553217 3.322094 7.936107 0.06 0.02 0.17 0.3089
O -4.546303 3.195006 2.220000 0.04 0.54 0.18 -0.7004
H -4.404155 2.950786 3.144489 -0.11 -0.29 -0.19 0.3558
H -3.652078 3.261551 1.855530 -0.10 -0.08 -0.11 0.3493
O 4.771322 -1.797061 5.664167 0.01 0.18 -0.14 -0.6226
H 5.323498 -1.579220 4.901643 -0.11 -0.04 0.08 0.3203
H 4.360279 -0.955827 5.902508 0.07 -0.20 -0.02 0.3173
O -5.794915 3.846415 5.044882 -0.17 0.17 -0.15 -0.6466
H -5.665045 4.396687 4.260401 0.02 -0.12 0.05 0.3248
H -6.749521 3.706054 5.076143 0.20 -0.04 0.01 0.3055
O 1.260034 -4.899347 1.589948 0.01 -0.17 0.46 -0.6199
H 1.940596 -5.129580 2.237266 0.05 0.07 -0.18 0.3199
H 0.734877 -4.219562 2.034241 0.04 0.03 -0.23 0.2915
O 8.758352 -0.920323 -0.515860 0.03 -0.27 -0.22 -0.7057
H 8.885838 -0.364088 -1.295251 -0.02 -0.05 0.16 0.3047
H 7.799748 -1.064070 -0.485196 -0.16 0.35 -0.01 0.4024
O -3.007490 1.015224 3.217465 0.24 -0.23 0.17 -0.6463
H -2.840771 0.187822 2.749041 -0.06 0.17 0.07 0.2482
H -2.508890 1.673921 2.714490 0.13 -0.13 -0.17 0.4026
O -8.960666 2.565575 -1.342484 -0.01 0.04 0.26 -0.6308
H -8.284472 2.340731 -0.689114 -0.01 0.00 -0.17 0.3313
H -9.499087 3.234385 -0.901153 0.08 -0.10 -0.16 0.2973
O -4.079424 0.420362 -6.131009 -0.02 0.03 -0.43 -0.5561
H -4.978427 0.153811 -6.373853 -0.10 0.09 0.11 0.3181
H -3.620840 0.495625 -6.977087 0.00 -0.02 0.22 0.2668
O -5.033869 -4.058330 -3.705655 -0.13 -0.45 -0.11 -0.6312
H -5.130030 -4.823162 -3.123604 0.01 0.17 -0.04 0.2967
H -4.553421 -4.404463 -4.469036 -0.04 0.10 0.12 0.3087
O 2.290395 -6.318600 -2.967673 0.28 0.03 -0.04 -0.7550
H 2.035072 -6.846082 -2.197645 -0.25 0.06 -0.13 0.3482
H 1.562663 -6.447930 -3.591258 -0.07 0.13 0.21 0.3399
O -0.718280 0.000053 7.770202 -0.28 0.08 -0.10 -0.6477
H -0.591337 0.558637 6.990172 0.17 0.01 -0.05 0.3772
H -1.671144 -0.153104 7.795705 0.19 -0.01 0.04 0.3143
O 4.343332 -0.605108 -4.089751 0.38 -0.24 -0.54 -0.5743
H 5.301469 -0.700371 -4.003134 -0.12 0.08 0.05 0.2927
H 4.117425 -1.181179 -4.831890 0.02 0.12 0.10 0.2935
O -0.316337 -6.345325 3.983830 0.10 0.29 -0.14 -0.6210
H 0.237664 -6.142045 3.217704 -0.21 -0.14 0.05 0.3593
H -0.723752 -5.499139 4.209300 0.01 -0.20 0.06 0.3141
O 0.541964 -6.862142 -0.771186 0.02 0.11 0.31 -0.6434
H -0.354905 -7.020978 -0.451001 0.15 -0.03 -0.16 0.2959
H 0.907012 -6.225471 -0.140868 -0.09 -0.03 0.13 0.3145
O 0.579036 6.472474 4.170450 0.22 -0.10 -0.27 -0.6366
H 0.753157 5.647888 3.696593 -0.07 0.09 0.07 0.2978
H 1.076768 7.136298 3.675413 -0.11 -0.04 0.13 0.2929
O 9.085740 -2.646938 -2.939506 -0.30 -0.30 0.08 -0.6242
H 8.886337 -2.500933 -2.002802 0.21 0.22 0.01 0.3435
H 8.637640 -3.476221 -3.148374 0.15 0.15 -0.06 0.3029
O -6.977251 -0.118776 -6.347334 -0.30 -0.21 0.02 -0.6398
H -7.230767 -0.652898 -5.583181 0.19 0.12 -0.05 0.2940
H -7.695286 -0.256448 -6.978189 0.20 0.07 0.03 0.2977
O 2.343939 -8.728694 -4.397124 0.25 -0.21 0.08 -0.6252
H 2.666072 -9.456128 -3.850349 -0.11 0.08 -0.16 0.3026
H 2.816091 -7.953268 -4.058085 -0.10 -0.05 0.02 0.3614
```
Forces are in eV/Å.

spin multiplicity: 1
DFT total energy: -123740.402 eV
ΔE to the lowest compared entry with this formula, charge and spin: 6.927 eV
gap between HOMO and LUMO: 6.9 eV

=====

Record 3
Formula: C3H11N2
Source: OMol25
Level of theory: the ωB97M-V functional and the def2-TZVPD basis

Geometry as XYZ:
```
16
Properties=species:S:1:pos:R:3:forces:R:3:mulliken_charge:R:1
C -0.463913 -1.630980 -0.747960 -0.17 -0.42 -0.64 -0.8479
N 0.145116 -0.333825 -1.033664 0.34 -0.18 0.31 -0.3786
C -0.491224 0.865781 -0.595510 -1.84 0.43 0.57 -0.5355
C -0.241984 1.068800 0.950801 1.17 0.49 -1.36 -0.5088
N 1.052731 0.335479 1.145584 -0.07 0.34 1.51 -0.2789
H -0.170630 -2.064884 0.213411 0.21 0.19 -0.02 0.2490
H -0.120282 -2.284138 -1.548409 -0.05 -0.31 0.27 0.3443
H -1.554734 -1.659853 -0.771890 -0.03 0.42 -0.12 0.2992
H 0.622041 -0.287257 -1.912641 -0.19 0.09 -0.38 0.2509
H -1.576539 0.910785 -0.764421 0.10 -0.44 0.03 0.3161
H -0.157580 1.756923 -1.118939 0.62 -0.20 -0.13 0.4094
H -0.985053 0.745761 1.665016 -0.19 -0.18 -0.17 0.3270
H -0.038576 2.132932 1.018037 -0.18 0.00 0.71 0.3051
H 1.131042 -0.167222 0.193046 0.26 -0.13 -0.30 0.3925
H 1.825297 0.937553 1.398508 0.26 0.31 -0.41 0.3384
H 1.024287 -0.325854 1.909032 -0.25 -0.41 0.14 0.3176
```
Forces are in eV/Å.

spin multiplicity: 1
DFT total energy: -6262.685 eV
ΔE to the lowest compared entry with this formula, charge and spin: 0.897 eV
SMILES: CNCC[NH3+]
gap between HOMO and LUMO: 11.0 eV
total charge: +1

=====

| no. | HOMO level (eV) |
| --- | --- |
| 1 | -9.1 |
| 2 | -8.9 |
| 3 | -14.3 |